{"formula": "C16H48O16", "method": "the ωB97M-V functional and the def2-TZVPD basis", "energy_ev": -50122.743, "relative_energy_kj_mol": 436.3, "smiles": "OCCO.OCCO.OCCO.OCCO.OCCO.OCCO.OCCO.OCCO", "gap_ev": 10.13, "symbols": ["C", "C", "O", "O", "H", "H", "H", "H", "H", "H", "C", "C", "O", "O", "H", "H", "H", "H", "H", "H", "C", "C", "O", "O", "H", "H", "H", "H", "H", "H", "C", "C", "O", "O", "H", "H", "H", "H", "H", "H", "C", "C", "O", "O", "H", "H", "H", "H", "H", "H", "C", "C", "O", "O", "H", "H", "H", "H", "H", "H", "C", "C", "O", "O", "H", "H", "H", "H", "H", "H", "C", "C", "O", "O", "H", "H", "H", "H", "H", "H"], "xyz": [[20.697, 0.244, 16.283], [20.979, -0.391, 17.637], [20.332, -1.692, 17.497], [21.520, 1.379, 16.190], [19.635, 0.425, 16.117], [20.977, -0.462, 15.460], [20.719, 0.262, 18.560], [22.062, -0.517, 17.626], [19.419, -1.610, 17.867], [21.433, 1.724, 15.287], [15.093, -6.590, 14.672], [15.139, -6.341, 16.220], [13.922, -5.770, 16.648], [16.276, -7.174, 14.254], [15.101, -5.621, 14.261], [14.222, -7.104, 14.343], [15.985, -5.743, 16.441], [15.365, -7.224, 16.809], [13.599, -6.076, 17.504], [16.929, -6.553, 14.067], [17.259, -0.943, 15.383], [17.025, -2.134, 16.341], [17.452, -3.317, 15.738], [16.685, 0.305, 15.764], [16.761, -1.176, 14.452], [18.332, -0.758, 15.186], [15.950, -2.233, 16.541], [17.487, -1.977, 17.233], [17.648, -4.076, 16.351], [16.542, 0.724, 14.931], [13.981, -8.575, 21.338], [14.215, -8.086, 19.951], [14.949, -6.867, 19.906], [13.419, -9.870, 21.297], [13.321, -7.887, 21.919], [14.802, -8.738, 21.961], [13.249, -8.069, 19.414], [14.727, -8.868, 19.411], [14.269, -6.134, 20.203], [14.088, -10.484, 20.927], [13.943, -5.153, 22.484], [12.839, -4.487, 23.284], [11.963, -4.014, 22.402], [14.480, -4.111, 21.558], [13.477, -5.870, 21.802], [14.567, -5.587, 23.199], [13.190, -3.765, 24.070], [12.402, -5.267, 23.908], [12.498, -3.606, 21.722], [15.467, -4.271, 21.349], [15.078, 0.192, 22.505], [15.967, -1.078, 22.473], [16.437, -1.390, 21.100], [14.424, 0.287, 23.723], [14.366, 0.230, 21.592], [15.582, 1.119, 22.431], [15.336, -1.944, 22.898], [16.831, -1.034, 23.151], [15.705, -1.238, 20.423], [13.473, 0.013, 23.670], [18.648, -4.619, 18.623], [17.473, -5.146, 19.545], [17.151, -4.252, 20.572], [18.226, -5.192, 17.351], [19.654, -5.029, 18.768], [18.776, -3.572, 18.375], [17.682, -6.179, 19.948], [16.613, -5.282, 18.923], [17.454, -3.363, 20.351], [18.519, -6.045, 17.360], [17.889, -8.714, 16.866], [18.399, -10.116, 17.002], [17.293, -10.944, 16.535], [18.971, -7.843, 17.059], [17.223, -8.547, 17.637], [17.365, -8.518, 15.891], [18.653, -10.209, 18.114], [19.300, -10.362, 16.423], [17.310, -11.125, 15.568], [19.447, -7.766, 16.240]], "forces_ev_per_angstrom": [[0.4029, -0.3454, -0.4584], [-0.5423, 0.0305, -0.5926], [-0.6395, 0.6814, 1.7012], [-0.1371, 0.9182, -0.6742], [-0.1484, 0.4999, 0.3453], [-0.0741, 0.0622, 0.8636], [-0.0152, -1.2740, -1.5744], [-0.0407, -0.4287, 0.4550], [1.1508, 0.0240, -0.4876], [0.1586, 0.0174, 0.4976], [0.6546, 1.2824, 2.3416], [-0.8582, -1.3713, -0.3504], [-0.5264, 0.6325, -0.2494], [-0.5272, -3.2256, 0.0061], [-0.7124, 1.4556, -0.6547], [-0.5341, -0.7988, -0.1503], [0.7401, 1.2533, -0.0034], [-0.2595, -0.7524, -0.2628], [0.5981, -0.1864, -0.2234], [1.4001, 1.8080, -0.4283], [0.3661, -0.3010, -0.4783], [-2.0016, 0.0186, -2.3406], [0.5186, -0.5002, -0.7515], [0.0462, -0.5620, 1.4257], [0.2106, -0.7108, -0.4630], [-0.3691, -0.6513, 0.1235], [-0.0548, 0.4346, 0.0688], [1.5041, 0.6293, 2.8483], [-0.1418, 0.9970, -0.3336], [-0.3277, 0.7944, -0.5452], [-1.5296, -0.1503, 0.7739], [-0.2310, 0.0269, -0.4778], [-2.4881, 1.8295, 0.5155], [-0.6527, -1.0250, -0.5476], [0.0747, -0.7632, -0.5638], [2.1920, 0.7796, 0.5966], [0.1218, 0.4776, 0.2950], [0.8413, -0.0515, -0.2528], [2.3069, -1.8696, -0.9311], [-0.5973, 0.5879, 0.3581], [-0.8782, 2.2070, -1.4818], [1.9950, -1.4514, 1.9094], [-2.6286, 1.5291, -1.3524], [1.5008, -1.4680, 0.9649], [-0.0364, -0.2320, 0.7065], [1.9555, -0.7612, 0.5134], [0.2030, -0.0583, -0.9010], [-0.4361, -0.2815, -0.0960], [-0.0175, 0.4033, -0.5088], [-1.6518, 0.3198, 0.3173], [-0.7139, -0.7967, -1.7566], [-1.2558, -1.0995, -0.8266], [-1.2072, 0.5950, 0.2476], [-2.2101, -0.4218, 1.0950], [0.8540, -0.5115, 1.3146], [1.2835, 0.7095, -0.3459], [0.7295, 1.1435, -0.9079], [-0.0374, 0.3330, -0.6047], [1.1795, -0.2703, 1.7002], [1.4706, 0.2284, -0.0407], [-1.1387, -2.1516, -1.2708], [1.6659, 0.2169, -0.0506], [0.0115, 0.1278, 1.1338], [-0.4741, 3.7111, 0.1721], [-0.2500, 0.1796, 0.7713], [-0.4448, 0.3830, 0.8227], [0.1402, 1.1500, -0.1294], [-0.4008, 0.0780, -0.6365], [-0.2856, 0.0563, 0.1820], [1.1432, -4.0824, -0.4268], [1.0131, -0.1853, -2.5575], [-0.8316, -0.8185, -0.1631], [0.3745, -0.6088, 0.4499], [0.4679, 1.2218, 0.6273], [-1.6150, 0.4845, 1.5943], [0.4943, -0.2898, 0.8055], [-0.5867, -0.7920, -1.5002], [-0.1129, 0.4081, 0.1345], [0.4561, 0.5169, 1.1388], [0.3962, 0.0047, -0.4647]]}

=====

{"formula": "C9H19N2", "method": "the ωB97M-V functional and the def2-TZVPD basis", "energy_ev": -12611.497, "relative_energy_kj_mol": 419.8, "smiles": "CC1(C)CC[N+](C(C)(C)C)=N1", "gap_ev": 9.24, "total_charge": 1, "symbols": ["C", "C", "C", "C", "C", "C", "C", "C", "C", "N", "N", "H", "H", "H", "H", "H", "H", "H", "H", "H", "H", "H", "H", "H", "H", "H", "H", "H", "H", "H"], "xyz": [[-0.549, 1.363, 1.613], [0.118, -0.071, 1.565], [-0.899, 1.629, 0.102], [-0.851, 3.162, -0.218], [-2.375, 1.232, -0.107], [0.004, -2.579, -0.414], [1.256, -1.073, -2.001], [2.368, -1.871, 0.211], [1.066, -1.421, -0.509], [-0.037, 0.757, -0.632], [0.367, -0.331, 0.145], [-1.297, 1.310, 2.449], [0.218, 2.068, 1.884], [1.003, -0.412, 2.076], [-0.622, -0.675, 1.968], [-0.022, 3.646, 0.359], [-1.647, 3.659, 0.249], [-0.850, 3.480, -1.231], [-2.742, 1.776, -0.885], [-2.919, 1.355, 0.827], [-2.539, 0.171, -0.487], [-0.319, -2.560, 0.666], [-0.846, -2.358, -1.130], [0.402, -3.639, -0.683], [1.055, -1.983, -2.639], [2.260, -0.656, -2.119], [0.584, -0.281, -2.295], [2.272, -1.530, 1.258], [2.353, -2.991, -0.054], [3.188, -1.177, 0.032]], "forces_ev_per_angstrom": [[1.8419, -1.2461, 0.4819], [-0.2240, 0.9532, -0.6137], [-1.0857, 0.9187, 2.4767], [2.5771, -0.6073, 1.5538], [0.5384, -3.5413, 0.3439], [-0.3177, -0.6701, 0.2474], [0.3681, -0.7398, -0.0820], [-1.6269, 0.5265, 0.3203], [-0.3707, -1.6659, -1.4919], [1.4753, -4.9777, 2.7756], [-2.1000, 7.5352, -3.3581], [0.2119, 0.4940, -1.3767], [0.2067, 0.4285, 0.3487], [0.4938, 0.9344, 0.5135], [-1.4965, -1.8834, 0.2246], [-0.0628, -0.5548, -0.9809], [-1.7467, 0.1467, 0.6041], [0.2006, -0.2273, -1.0051], [-1.3631, 1.8484, -1.8947], [-0.0619, 0.2020, -0.2463], [0.4617, 0.9777, 0.8676], [-0.1331, -0.6164, -1.2093], [0.8056, -0.2260, 1.0771], [-0.4012, 2.0546, 0.5030], [0.6175, 1.0368, 0.7149], [-0.0289, -0.3429, -0.3679], [-0.2106, -0.2592, -0.3011], [-0.2818, -1.6571, 0.1521], [1.2304, 1.9296, 1.0161], [0.4828, -0.7710, -1.2935]]}

=====

{"formula": "C5H13N2P", "method": "the ωB97M-V functional and the def2-TZVPD basis", "energy_ev": -17662.089, "relative_energy_kj_mol": 164.2, "gap_ev": 8.70, "symbols": ["C", "C", "C", "C", "C", "N", "N", "P", "H", "H", "H", "H", "H", "H", "H", "H", "H", "H", "H", "H", "H"], "xyz": [[-1.785, 0.671, -0.391], [-1.262, 1.091, 0.986], [-0.605, 0.541, -1.303], [-0.151, 0.116, 1.364], [0.811, 0.014, 0.208], [0.578, -2.360, 0.120], [1.417, -1.228, 0.009], [1.964, 1.417, -0.019], [-2.307, -0.284, -0.306], [-2.495, 1.417, -0.758], [-0.838, 2.096, 0.913], [-2.056, 1.099, 1.733], [-0.613, -0.259, -2.027], [-0.221, 1.473, -1.696], [0.367, 0.462, 2.261], [-0.559, -0.876, 1.560], [0.058, -2.547, -0.739], [1.150, -3.168, 0.349], [2.034, -1.224, -0.808], [2.476, 0.957, -1.238], [3.048, 0.861, 0.675]], "forces_ev_per_angstrom": [[-0.0757, 0.1825, 0.0329], [-0.0309, -0.1508, -0.0253], [2.0780, -0.7337, 2.3084], [0.0005, 0.1746, -0.0373], [-2.0963, 0.8311, -2.2097], [-0.0107, -0.1684, -0.2487], [0.6387, -0.5263, -0.1415], [-0.3520, 0.1524, 0.0936], [-0.0632, -0.0070, 0.0119], [-0.1285, -0.0622, 0.0100], [-0.0955, 0.0830, 0.0454], [0.0069, 0.0950, 0.0639], [0.0076, -0.1279, -0.1972], [-0.0273, 0.1138, -0.1840], [0.0372, -0.0490, 0.1139], [0.0136, 0.0532, 0.0432], [0.1813, 0.0877, 0.0792], [-0.1437, 0.2168, -0.0413], [-0.3624, -0.0953, 0.3546], [0.0839, 0.0109, -0.4069], [0.3385, -0.0802, 0.3350]]}

=====

{"formula": "C23H49CrIN5SSi4Te", "method": "the ωB97M-V functional and the def2-TZVPD basis", "energy_ev": -118257.171, "relative_energy_kj_mol": 110.6, "gap_ev": [7.42, 5.80], "total_charge": 1, "multiplicity": 5, "symbols": ["Cr", "C", "C", "N", "C", "C", "N", "H", "H", "H", "H", "H", "H", "C", "C", "N", "C", "S", "N", "C", "C", "H", "H", "H", "H", "H", "H", "H", "H", "H", "H", "H", "H", "I", "C", "C", "C", "C", "C", "N", "H", "H", "H", "H", "C", "Si", "C", "C", "Si", "Te", "Si", "C", "C", "C", "Si", "C", "C", "C", "H", "H", "H", "H", "H", "H", "H", "H", "H", "H", "H", "H", "H", "H", "H", "H", "H", "H", "H", "H", "H", "H", "H", "H", "H", "H", "H"], "xyz": [[-0.804, -2.685, 0.261], [1.998, -3.663, 2.839], [0.579, -3.411, 3.188], [-0.403, -2.954, 2.427], [-1.473, -2.752, 3.267], [-1.139, -3.120, 4.529], [0.160, -3.531, 4.467], [2.122, -3.938, 1.794], [2.389, -4.466, 3.462], [2.583, -2.760, 3.035], [-2.403, -2.346, 2.918], [-1.711, -3.133, 5.431], [0.723, -3.854, 5.238], [2.346, 0.539, -2.782], [3.190, -0.650, -2.340], [2.408, -1.584, -1.561], [1.927, -2.794, -1.849], [1.311, -3.699, -0.533], [1.901, -3.347, -3.062], [1.900, -2.710, -4.370], [3.149, -3.013, -5.187], [2.973, 1.262, -3.297], [1.893, 1.015, -1.913], [1.549, 0.220, -3.449], [3.996, -0.302, -1.688], [3.642, -1.158, -3.189], [2.281, -1.306, -0.590], [1.605, -4.314, -3.064], [1.773, -1.638, -4.237], [1.023, -3.074, -4.915], [4.048, -2.625, -4.713], [3.046, -2.550, -6.164], [3.270, -4.083, -5.329], [-1.404, -1.959, -2.237], [-2.680, -3.104, 0.628], [-4.044, -3.131, 0.879], [-4.676, -4.372, 0.900], [-3.940, -5.527, 0.683], [-2.573, -5.423, 0.442], [-2.002, -4.231, 0.418], [-4.601, -2.217, 1.052], [-5.737, -4.435, 1.074], [-4.413, -6.496, 0.669], [-1.952, -6.291, 0.255], [-3.061, 2.271, -1.776], [-1.262, 2.905, -1.839], [-0.578, 2.229, -3.491], [-1.158, 4.811, -1.847], [-0.170, 2.244, 0.289], [-0.251, -0.285, 0.569], [-1.687, 2.856, 2.098], [-1.982, 4.740, 2.184], [-3.379, 1.974, 1.945], [-0.876, 2.259, 3.728], [2.035, 3.097, 0.775], [3.461, 2.888, -0.496], [1.834, 4.982, 0.998], [2.677, 2.266, 2.378], [-3.595, 2.551, -2.680], [-3.612, 2.666, -0.931], [-3.081, 1.187, -1.718], [-1.153, 2.645, -4.314], [-0.689, 1.151, -3.536], [0.460, 2.481, -3.664], [-1.723, 5.219, -2.679], [-0.133, 5.150, -1.953], [-1.553, 5.241, -0.934], [-2.430, 5.114, 1.272], [-1.054, 5.278, 2.336], [-2.646, 4.994, 3.005], [-4.053, 2.499, 1.277], [-3.877, 1.891, 2.906], [-3.246, 0.970, 1.552], [0.016, 2.829, 3.957], [-0.583, 1.217, 3.632], [-1.544, 2.347, 4.580], [3.172, 3.207, -1.490], [3.806, 1.863, -0.559], [4.314, 3.491, -0.200], [1.417, 5.434, 0.106], [2.785, 5.467, 1.194], [1.172, 5.221, 1.821], [2.448, 1.205, 2.351], [2.201, 2.677, 3.260], [3.748, 2.375, 2.508]], "forces_ev_per_angstrom": [[0.2368, -1.5711, 0.0523], [0.0913, -0.1012, -0.0850], [0.4064, -0.0313, -0.0137], [0.2140, 0.0496, -0.4128], [-0.3020, 0.0155, 0.5512], [-0.4696, 0.2387, -0.1460], [0.1523, -0.0403, -0.2670], [-0.0205, 0.0875, 0.1463], [0.0771, -0.0122, 0.0192], [0.0268, -0.0549, -0.0729], [-0.0108, -0.0459, 0.0193], [-0.1138, 0.0327, 0.2379], [-0.0352, 0.0246, -0.1391], [0.1988, -0.2309, -0.0107], [-0.0371, 0.3862, -0.3153], [-0.0144, -0.4691, 0.1333], [0.0141, 0.5967, -0.0344], [0.0003, -0.8144, 0.4634], [0.0574, -0.0684, 0.2155], [0.3038, 0.2000, -0.3593], [-0.2090, 0.1089, 0.0934], [0.0167, 0.1520, -0.0569], [-0.0552, 0.0638, -0.0173], [-0.0941, 0.0395, -0.0195], [0.0405, -0.0854, -0.1302], [0.0415, 0.0013, 0.0820], [-0.1826, -0.2729, -0.3007], [-0.0939, 0.1782, 0.2262], [-0.0954, -0.0808, -0.0291], [0.0116, 0.0868, 0.1959], [0.0938, -0.0033, 0.0423], [0.0655, 0.0269, -0.1579], [0.0397, -0.1241, -0.0134], [-0.0276, 0.3037, 0.0537], [-0.3580, -0.5959, -0.0788], [0.0013, 0.1153, -0.0024], [0.2595, 0.3680, -0.0449], [0.5019, -0.0782, -0.1549], [-0.3351, -0.4904, -0.0713], [-0.6770, 0.3266, 0.0899], [0.0462, -0.0834, -0.0522], [-0.1604, -0.0058, 0.0469], [-0.0201, -0.0926, 0.0636], [-0.0201, 0.0332, 0.0091], [0.6828, 0.2896, 0.1831], [-0.2929, -0.1380, -0.2496], [-0.0106, 0.1734, 0.7800], [-0.0139, -0.7225, 0.1132], [-0.5557, 0.5419, -0.4199], [0.7014, 2.1763, 0.2413], [-0.3028, 0.0144, 0.5706], [0.2563, -0.6907, -0.1646], [0.7072, 0.1862, -0.2221], [-0.1694, 0.1964, -0.7205], [0.9732, 0.2490, 0.2824], [-0.8446, -0.0809, 0.2355], [-0.1698, -0.7136, -0.0279], [-0.4999, 0.2622, -0.5496], [-0.0026, 0.1441, -0.2283], [-0.1117, 0.0900, 0.1959], [0.0749, -0.2324, 0.0563], [-0.2184, 0.1890, -0.0413], [0.0002, -0.2267, 0.0634], [0.2700, 0.0631, -0.0047], [-0.1449, -0.0061, -0.1904], [0.2487, 0.0179, -0.0310], [-0.1002, 0.0778, 0.2181], [-0.1431, 0.0599, -0.2393], [0.2387, 0.1340, 0.0461], [-0.1429, -0.0874, 0.1915], [-0.0912, 0.1563, -0.1639], [0.0650, 0.0744, 0.2661], [0.0098, -0.2241, -0.0716], [0.2252, 0.1589, 0.0213], [0.0369, -0.2355, 0.0235], [-0.2310, 0.0431, 0.0387], [-0.0777, 0.0749, -0.2700], [0.0363, -0.3056, -0.0116], [0.0398, 0.1847, 0.2516], [-0.1225, 0.1092, -0.2623], [0.2693, -0.0688, 0.0323], [-0.1875, 0.0439, 0.2295], [-0.0105, -0.2721, 0.0126], [-0.1766, 0.1045, 0.2154], [0.2191, 0.1059, -0.1552]]}

=====

{"formula": "C3H10N4O", "method": "the ωB97M-V functional and the def2-TZVPD basis", "energy_ev": -11280.123, "relative_energy_kj_mol": 200.4, "gap_ev": 8.45, "symbols": ["C", "N", "N", "O", "H", "H", "H", "H", "C", "N", "N", "C", "H", "H", "H", "H", "H", "H"], "xyz": [[1.054, 0.145, 0.276], [2.174, 0.945, -0.133], [1.443, -1.258, 0.268], [0.431, 0.496, 1.357], [1.969, 1.924, 0.045], [2.085, -1.484, -0.482], [3.025, 0.688, 0.356], [1.506, -1.624, 1.211], [-1.437, -0.025, -0.305], [-1.653, -1.302, 0.046], [-2.297, 0.945, 0.064], [-0.278, 0.277, -1.112], [-0.784, -1.851, 0.014], [-2.776, 0.801, 0.943], [-2.168, -1.440, 0.907], [-1.942, 1.885, -0.040], [-0.247, 1.299, -1.481], [-0.106, -0.421, -1.931]], "forces_ev_per_angstrom": [[-0.6377, -0.2870, 2.3463], [-0.0945, 0.5738, -1.2386], [-1.1593, 0.4801, -0.8327], [0.2901, -0.1558, -0.8470], [0.0416, -0.2004, 0.0810], [0.1659, -0.3553, 0.6743], [-0.3095, -0.1193, 0.0797], [0.4865, 0.0522, -0.4329], [0.5397, 0.1812, -0.9911], [0.3789, 0.1255, 0.3757], [0.4628, -0.3851, 0.5142], [0.2232, 0.0749, 0.2239], [-0.2774, 0.2379, -0.0502], [-0.0815, 0.0411, -0.0931], [-0.0823, -0.0685, -0.1582], [-0.0079, -0.1281, -0.0722], [-0.0698, 0.0361, 0.1134], [0.1313, -0.1033, 0.3076]]}

=====

{"formula": "Br3HSi", "method": "the ωB97M-V functional and the def2-TZVPD basis", "energy_ev": -218020.531, "relative_energy_kj_mol": 323.4, "gap_ev": [8.54, 4.34], "symbols": ["Si", "Br", "Br", "Br", "H"], "xyz": [[-0.490, -2.454, -2.007], [-2.483, -3.218, 1.327], [1.354, -2.131, -0.909], [-0.859, -0.371, -2.653], [-1.687, -3.414, -1.780]], "forces_ev_per_angstrom": [[-0.5984, 0.1550, -0.4070], [0.2507, 0.0844, -0.5706], [0.1602, -0.6604, 0.5552], [-0.6010, -0.3167, -0.0930], [0.7885, 0.7378, 0.5154]]}